{
  "formula": "C5H31N2O9",
  "method": "wB97M-V/def2-TZVPD",
  "elements": ["C", "C", "C", "C", "N", "C", "N", "H", "H", "H", "H", "H", "H", "H", "H", "H", "H", "H", "H", "H", "H", "H", "O", "H", "H", "O", "H", "H", "O", "H", "H", "O", "H", "H", "O", "H", "H", "O", "H", "H", "O", "H", "H", "O", "H", "H", "O"],
  "xyz": [[0.569855, -0.160708, 3.426939], [1.040883, 1.151486, 2.774513], [0.188055, 1.573017, 1.564774], [-0.113302, 0.516173, 0.512624], [0.848814, 0.381538, -0.577168], [0.592071, 0.087832, -1.805067], [-0.560124, -0.349716, -2.276643], [0.443960, 0.027167, 4.492494], [-0.443621, -0.441201, 3.129576], [1.264120, -0.974607, 3.250729], [1.051573, 2.030142, 3.413663], [2.066951, 0.963879, 2.452269], [0.468855, 2.512931, 1.085183], [-0.777331, 1.788874, 1.986203], [-0.010831, -0.428202, 1.046458], [-1.134286, 0.542346, 0.142964], [1.822019, 0.592985, -0.376066], [1.435644, 0.018438, -2.476298], [-1.440192, -0.114888, -1.828850], [-0.709408, -0.475790, -3.265062], [2.540252, 2.573933, 0.779329], [3.777384, 2.020314, 0.056163], [2.888705, 2.353448, -0.091796], [3.956887, -2.704082, -1.603752], [3.232383, -2.162157, -2.950166], [3.282710, -2.148085, -1.993585], [-3.512388, -0.151398, 0.970871], [-3.968387, 1.081944, 1.790877], [-3.919003, 0.734381, 0.895377], [4.890902, -0.223357, 0.127424], [4.091660, -0.098808, -1.160445], [3.992140, -0.201790, -0.207646], [-3.372736, -2.350529, 0.852672], [-1.821174, -2.051597, 0.801832], [-2.682064, -1.723376, 1.087348], [-4.302126, -2.588877, -2.021198], [-3.104610, -1.728087, -1.452681], [-3.717783, -2.441598, -1.272736], [-3.418754, 1.223674, -0.681708], [-3.962209, 1.341478, -2.002707], [-3.080579, 1.330039, -1.603201], [0.190964, -3.471882, 0.495333], [-0.579240, -3.965263, -0.783169], [-0.534576, -3.286414, -0.106474], [0.064804, 3.408181, -2.339170], [1.629730, 3.149735, -1.912284], [0.833402, 2.838477, -2.347744]],
  "forces_ev_per_a": [[-0.669, 0.975, 0.629], [0.414, -0.300, -1.356], [-0.510, 0.187, -0.291], [0.554, -1.315, 0.525], [0.040, 0.617, 0.032], [0.309, -0.975, -0.233], [-1.054, 0.410, -0.169], [0.391, -0.343, 0.164], [0.108, -0.111, -0.304], [-0.064, -0.125, 0.084], [0.038, -0.243, 0.448], [0.218, 0.289, 0.010], [0.296, 0.011, 0.109], [-0.648, 0.223, 0.206], [-0.399, -0.280, 0.023], [0.071, 0.374, -0.192], [-0.041, 0.242, 0.113], [0.043, 0.188, -0.013], [0.044, 0.202, 0.319], [0.553, 0.092, -0.067], [0.136, 0.092, -0.012], [0.072, -0.128, 0.086], [-0.247, 0.337, -0.091], [0.225, -0.245, -0.602], [0.613, -0.701, -0.037], [-0.942, 0.881, 0.291], [0.045, -0.050, 0.148], [-0.056, 0.048, -0.075], [0.075, -0.067, 0.055], [0.201, -0.087, 0.149], [-0.024, -0.354, -0.062], [0.122, 0.337, 0.161], [0.312, -0.287, -0.318], [-0.269, -0.570, -0.254], [0.005, 0.843, 0.638], [0.166, 0.265, -0.148], [-0.200, 0.149, -0.295], [-0.185, -0.548, 0.270], [0.711, 0.169, 0.223], [0.333, 0.112, -0.718], [-0.842, -0.422, 0.448], [0.101, -0.352, -0.224], [0.143, -0.162, 0.116], [-0.168, 0.641, 0.201], [0.424, 0.598, 0.346], [-0.383, 0.673, 0.300], [-0.057, -1.289, -0.635]],
  "relative_energy_kcal_mol": 36.64,
  "homo_ev": -13.30,
  "total_charge": 1,
  "total_energy_ev": -27090.96210
}

{
  "formula": "C30H30IN2Pd",
  "method": "wB97M-V/def2-TZVPD",
  "elements": ["Pd", "I", "C", "C", "C", "C", "C", "C", "C", "C", "C", "C", "H", "H", "H", "H", "H", "H", "C", "C", "C", "C", "C", "C", "C", "C", "N", "C", "C", "C", "C", "N", "C", "C", "C", "C", "C", "C", "C", "C", "H", "H", "H", "H", "H", "H", "H", "H", "H", "H", "H", "H", "H", "H", "H", "H", "H", "H", "H", "H", "H", "H", "H", "H"],
  "xyz": [[-0.623637, -0.090026, -0.112685], [1.554982, -1.034644, -1.384914], [1.027544, -2.964335, -0.774839], [1.859019, -4.023596, -0.962447], [1.390878, -5.312527, -0.619454], [0.116155, -5.489888, -0.165288], [-0.761458, -4.390005, 0.007065], [-2.112622, -4.553154, 0.399336], [-2.937182, -3.472453, 0.507511], [-2.432527, -2.166050, 0.302303], [-1.128375, -1.969840, -0.048305], [-0.278940, -3.084812, -0.256468], [2.849280, -3.898259, -1.379289], [2.048071, -6.161426, -0.749897], [-0.249525, -6.484766, 0.056083], [-2.484798, -5.552160, 0.588848], [-3.977084, -3.602776, 0.777616], [-3.097402, -1.322651, 0.454405], [-3.262367, -0.407234, 3.234551], [-2.030877, -1.236348, 3.482083], [-2.094324, -2.378557, 4.273732], [-0.954347, -3.105357, 4.568540], [0.276910, -2.693229, 4.081542], [0.384286, -1.565674, 3.278564], [1.713098, -1.103944, 2.747840], [-0.784696, -0.861611, 2.986274], [-0.691320, 0.230208, 2.063530], [-0.636815, 1.444461, 2.441709], [-0.699376, 1.890909, 3.867536], [-0.474978, 2.475979, 1.357735], [-0.491337, 3.922328, 1.731872], [-0.329787, 2.026672, 0.173406], [-0.136991, 2.892904, -0.951696], [1.107499, 3.486410, -1.157132], [2.248773, 3.268307, -0.199858], [1.265579, 4.273932, -2.292983], [0.222391, 4.456550, -3.184996], [-0.997078, 3.833885, -2.966224], [-1.194032, 3.029362, -1.852101], [-2.501716, 2.323926, -1.616487], [-4.155481, -1.030604, 3.248380], [-3.224448, 0.113352, 2.278352], [-3.382440, 0.350182, 4.013853], [-3.054428, -2.692611, 4.665183], [-1.022651, -3.992386, 5.184027], [1.170787, -3.256328, 4.320097], [2.482651, -1.849525, 2.938734], [2.029983, -0.172219, 3.224573], [1.672556, -0.919987, 1.672527], [-0.740447, 1.038160, 4.539666], [-1.589395, 2.504727, 4.021899], [0.164286, 2.506854, 4.121869], [-1.404715, 4.155586, 2.281476], [-0.431443, 4.558798, 0.853564], [0.345602, 4.152034, 2.394139], [2.312458, 2.226197, 0.121398], [2.148457, 3.882362, 0.698625], [3.193490, 3.536673, -0.668735], [2.224372, 4.742397, -2.477788], [0.363119, 5.075668, -4.060675], [-1.807467, 3.964599, -3.672400], [-3.197743, 2.521299, -2.429244], [-2.974698, 2.636986, -0.683553], [-2.365379, 1.236473, -1.566084]],
  "forces_ev_per_a": [[0.735, 0.053, 0.438], [-0.139, 0.205, -0.166], [-0.065, -0.032, 0.083], [0.031, 0.012, -0.022], [0.000, -0.016, 0.007], [-0.001, 0.016, -0.005], [0.018, -0.017, 0.008], [-0.005, -0.011, -0.014], [0.014, 0.012, 0.017], [0.002, -0.148, 0.042], [-0.242, -0.098, 0.086], [0.065, 0.068, -0.095], [-0.005, -0.002, 0.002], [-0.001, 0.003, -0.003], [0.000, 0.003, 0.003], [0.006, 0.003, 0.002], [0.004, -0.002, 0.006], [-0.019, 0.037, 0.017], [0.002, -0.061, -0.021], [-0.009, 0.075, 0.092], [-0.022, 0.022, 0.015], [0.004, -0.007, -0.006], [0.004, -0.003, -0.013], [0.000, -0.035, -0.073], [-0.005, -0.027, 0.027], [-0.044, 0.013, -0.001], [-0.425, -0.118, -0.274], [0.100, 0.001, 0.135], [0.054, -0.018, -0.010], [-0.018, 0.097, -0.020], [0.014, -0.011, 0.005], [-0.071, -0.009, -0.224], [0.025, -0.011, 0.034], [0.029, -0.013, 0.004], [-0.004, 0.008, 0.001], [0.014, -0.007, -0.001], [-0.005, 0.001, -0.004], [0.004, -0.003, -0.004], [-0.024, -0.005, 0.004], [-0.001, -0.001, -0.018], [0.001, 0.007, 0.008], [-0.014, 0.005, -0.046], [-0.005, -0.007, -0.001], [0.005, -0.002, -0.005], [-0.001, 0.002, -0.002], [-0.002, 0.007, 0.000], [-0.001, -0.002, 0.002], [-0.008, 0.004, -0.011], [-0.007, -0.001, 0.005], [0.008, 0.002, 0.003], [0.005, 0.003, -0.002], [0.002, 0.003, -0.016], [-0.004, -0.007, 0.000], [-0.003, -0.005, -0.009], [-0.003, 0.005, 0.000], [0.002, 0.002, -0.006], [-0.002, -0.002, -0.005], [-0.003, 0.002, 0.001], [-0.004, 0.000, 0.002], [-0.001, -0.003, 0.001], [0.003, -0.001, 0.003], [0.001, 0.016, 0.006], [0.006, -0.004, 0.008], [0.005, 0.002, 0.010]],
  "relative_energy_kcal_mol": 5.52,
  "homo_ev": -10.74,
  "total_charge": 1,
  "total_energy_ev": -46152.76238
}

{
  "formula": "C12H29Cl2N2PRuS",
  "method": "wB97M-V/def2-TZVPD",
  "elements": ["Ru", "Cl", "Cl", "H", "H", "P", "C", "C", "C", "C", "H", "C", "H", "H", "H", "H", "H", "H", "H", "C", "C", "H", "H", "H", "H", "H", "H", "C", "H", "C", "H", "H", "H", "H", "H", "H", "S", "C", "N", "C", "C", "N", "H", "H", "H", "H", "H", "H"],
  "xyz": [[-0.215790, 0.102135, 2.121123], [1.146471, 1.172401, 0.578616], [-2.369053, -0.222173, 2.715236], [-0.259460, 1.473208, 2.859026], [1.358503, 0.286101, 2.261510], [-0.053890, -0.283903, -1.812239], [1.649059, -0.820134, -2.411205], [-1.190763, -1.122042, -3.057621], [0.011629, 1.491894, -2.444830], [2.177898, -1.895845, -1.462687], [2.249901, 0.091961, -2.277998], [1.789451, -1.253661, -3.875305], [1.242417, -2.184291, -4.083070], [2.857523, -1.443371, -4.072274], [1.455474, -0.482714, -4.582252], [2.116723, -1.566105, -0.421920], [3.232960, -2.095713, -1.687152], [1.618459, -2.833074, -1.565787], [1.004773, 1.823045, -2.099167], [-1.055081, 2.310580, -1.704411], [-0.051434, 1.698532, -3.956553], [0.909747, 1.479910, -4.437078], [-0.286153, 2.754603, -4.152243], [-0.833638, 1.091647, -4.426132], [-0.892418, 2.274020, -0.621857], [-2.069727, 1.949422, -1.917160], [-0.977877, 3.362529, -2.013650], [-1.215542, -2.632107, -2.812746], [-0.765271, -0.939433, -4.054407], [-2.599197, -0.529502, -3.005984], [-0.256801, -3.120219, -3.023291], [-1.962674, -3.079751, -3.480554], [-1.500989, -2.863695, -1.778943], [-2.986636, -0.496670, -1.979595], [-3.264258, -1.166362, -3.603036], [-2.652301, 0.480308, -3.426403], [1.056876, -0.819320, 3.764283], [0.587749, -0.004093, 5.210281], [1.371964, 0.192947, 6.288624], [0.679772, 0.936802, 7.335297], [-0.725478, 1.070754, 6.774892], [-0.618618, 0.525239, 5.431267], [2.361626, -0.033148, 6.287906], [1.161550, 1.908322, 7.486891], [0.671133, 0.394787, 8.281823], [-1.038608, 2.114563, 6.727172], [-1.468410, 0.512858, 7.344756], [-1.401593, 0.388739, 4.778833]],
  "forces_ev_per_a": [[-0.975, -1.251, -2.112], [1.283, 1.135, -1.782], [-2.074, -0.640, 0.352], [-0.114, 2.741, 1.362], [1.314, -0.691, 0.848], [-0.303, -0.097, -0.564], [-0.278, 0.010, 0.051], [0.672, 0.362, -0.207], [-0.081, -0.239, 0.343], [0.313, 0.056, -0.032], [-0.058, -0.232, 0.101], [0.258, -0.009, 0.000], [0.163, 0.267, 0.009], [-0.255, -0.031, -0.062], [0.053, -0.290, 0.201], [-0.071, -0.039, -0.112], [-0.065, -0.130, 0.027], [0.059, 0.115, 0.022], [-0.401, 0.007, 0.023], [0.098, 0.197, -0.030], [-0.042, 0.225, -0.044], [-0.259, 0.003, 0.050], [0.063, -0.161, -0.103], [0.168, 0.177, -0.039], [-0.077, -0.080, -0.251], [0.208, 0.159, 0.019], [-0.158, -0.112, 0.029], [-0.205, -0.023, -0.021], [-0.255, -0.164, 0.027], [-0.090, -0.196, -0.047], [-0.162, 0.163, 0.136], [0.062, -0.083, 0.103], [0.057, 0.045, -0.134], [0.067, -0.010, -0.138], [-0.066, 0.100, 0.095], [0.069, -0.165, 0.135], [1.515, -0.496, 1.920], [0.084, -2.177, -2.389], [1.626, 0.126, 1.671], [0.930, -0.091, -0.282], [-0.745, 0.072, -1.001], [-2.129, 0.873, 0.407], [-0.641, 0.257, 0.017], [-0.174, 0.081, 0.160], [0.104, -0.027, 0.127], [-0.094, 0.143, 0.185], [-0.026, -0.025, 0.330], [0.630, 0.145, 0.597]],
  "relative_energy_kcal_mol": 33.63,
  "spin_multiplicity": 6,
  "homo_ev": [-0.57, -4.16],
  "total_charge": -1,
  "total_energy_ev": -63642.43540
}

{
  "formula": "CH3NO2S2",
  "method": "wB97M-V/def2-TZVPD",
  "elements": ["C", "N", "O", "O", "S", "S", "H", "H", "H"],
  "xyz": [[1.269378, 0.153047, 0.254426], [0.176010, -0.612422, -0.277518], [-2.585102, -0.071952, -1.121552], [-0.823735, -0.604949, 0.720944], [1.047539, 1.966061, 0.213376], [-2.316049, 0.054531, 0.333632], [1.246039, -0.181457, 1.309326], [2.196289, -0.231087, -0.286160], [-0.210366, -0.471774, -1.146476]],
  "forces_ev_per_a": [[0.175, -0.448, -0.789], [1.156, -1.255, 2.754], [0.518, -0.027, 1.064], [-1.337, 0.047, -0.465], [0.340, -0.518, 0.056], [0.308, -0.101, -0.708], [0.747, 0.479, -0.383], [-0.909, 0.903, 0.864], [-0.999, 0.920, -2.393]],
  "relative_energy_kcal_mol": 86.73,
  "homo_ev": [-9.42, -8.54],
  "total_energy_ev": -28336.66099
}

{
  "formula": "C4H4N2",
  "method": "wB97M-V/def2-TZVPD",
  "elements": ["C", "C", "C", "N", "N", "C", "H", "H", "H", "H"],
  "xyz": [[-0.927129, 0.235004, -0.540079], [-0.588691, -0.836820, 0.277729], [0.664861, -0.809539, 0.887140], [1.627154, 0.036945, 0.564095], [1.315890, 1.064439, -0.215678], [0.072250, 1.212897, -0.668428], [-1.854269, 0.307339, -1.116160], [-1.111979, -1.769402, 0.405821], [0.902502, -1.583410, 1.612170], [-0.078118, 2.152356, -1.198330]],
  "forces_ev_per_a": [[0.394, -0.332, 0.144], [0.363, 0.397, -0.423], [-0.029, -0.353, -0.232], [-0.309, 0.389, 0.253], [-0.177, 0.091, 0.096], [0.101, -0.141, -0.019], [0.288, -0.046, 0.399], [-0.777, 0.224, 0.011], [0.267, 0.080, -0.170], [-0.121, -0.309, -0.058]],
  "relative_energy_kcal_mol": 26.70,
  "homo_ev": -9.39,
  "total_energy_ev": -7191.53065
}